(1)
A cluster of 2 separate species, C4H13N2O in total. Source: the OMol25 dataset; level of theory: ωB97M-V/def2-TZVPD.

Geometry as ORCA input:
```
! RIJCOSX wB97M-V def2-TZVPD def2/J DEFGRID3
* xyz 1 1
C 1.851 0.138 1.513
C 1.569 -1.307 1.156
N 1.393 -1.460 -0.316
H 1.053 0.799 1.168
H 1.939 0.247 2.593
H 2.787 0.473 1.063
H 2.372 -1.945 1.511
H 0.654 -1.652 1.637
H 2.139 -0.947 -0.781
H 1.552 -2.432 -0.567
O -0.869 2.027 -1.089
C -1.350 1.580 -0.086
C -1.780 0.124 -0.043
N -1.056 -0.584 -1.133
H -1.526 2.200 0.804
H -1.570 -0.337 0.921
H -2.854 0.067 -0.224
H -1.589 -1.367 -1.504
H -0.910 0.101 -1.885
H -0.063 -0.936 -0.800
*
```

Results
- Relative energy (zero: lowest compared OMol25 entry of this formula, charge and spin): 141.7 kJ/mol
- HOMO-LUMO gap: 0.4164 hartree
- M: 105.2 g/mol
- F_max: 0.2 eV Å⁻¹
- LUMO level: -3.3 eV

(2)
A cluster of 2 separate species, C3H4N4 in total in a non-equilibrium geometry. Source: the OMol25 dataset; level of theory: ωB97M-V/def2-TZVPD.

Geometry as ORCA input:
```
! RIJCOSX wB97M-V def2-TZVPD def2/J DEFGRID3
* xyz 0 1
N 0.119 1.165 -1.877
C -0.353 0.829 -0.685
C -0.402 -0.605 -0.528
N -0.765 -1.079 0.626
C -1.220 -1.470 1.664
N 1.174 0.490 2.547
N 1.591 1.039 1.687
H 0.419 0.512 -2.603
H 0.216 2.141 -2.116
H -0.133 -1.355 -1.280
H -0.647 -1.669 2.565
*
```

Results
- Relative energy (zero: lowest compared OMol25 entry of this formula, charge and spin): 383.2 kJ/mol
- HOMO-LUMO gap: 0.3166 hartree
- M: 96.1 g/mol
- F_max: 1.9 eV Å⁻¹
- LUMO level: 0.4 eV

(3)
A cluster of 4 separate species, C30H63N4 in total in a non-equilibrium geometry. Source: the OMol25 dataset; level of theory: ωB97M-V/def2-TZVPD.

Geometry as ORCA input:
```
! RIJCOSX wB97M-V def2-TZVPD def2/J DEFGRID3
* xyz -1 1
C 3.910 -0.262 0.132
C 5.327 -0.879 -0.292
C 5.298 -1.830 -1.586
C 4.138 -2.938 -1.596
N 4.531 -4.264 -1.037
C 3.631 -5.352 -1.610
C 2.333 -5.572 -0.691
C 1.148 -4.502 -0.964
C 0.121 -4.162 0.173
C -1.019 -3.110 -0.091
C -1.154 -2.351 -1.459
C -0.126 -2.677 -2.592
C 0.971 -3.737 -2.298
H 3.513 0.545 -0.581
H 4.081 0.281 1.143
H 3.088 -1.028 0.327
H 5.836 -1.409 0.581
H 6.001 0.024 -0.569
H 6.339 -2.313 -1.704
H 5.153 -1.175 -2.525
H 3.875 -3.123 -2.708
H 3.162 -2.621 -1.093
H 4.351 -4.298 -0.017
H 4.214 -6.354 -1.533
H 2.599 -5.525 0.443
H 1.838 -6.606 -0.862
H 0.150 -4.658 1.209
H -1.781 -2.877 0.721
H -1.972 -1.586 -1.662
H -0.153 -2.149 -3.614
H 1.721 -3.964 -3.128
C 9.291 5.867 -2.404
C 8.883 4.403 -2.526
N 7.890 3.978 -1.547
C 7.693 2.529 -1.518
C 7.113 1.863 -2.764
C 6.661 4.767 -1.494
C 5.827 4.870 -2.770
H 9.677 6.088 -1.405
H 10.080 6.089 -3.127
H 8.459 6.543 -2.617
H 9.790 3.806 -2.383
H 8.544 4.219 -3.554
H 7.069 2.266 -0.656
H 8.663 2.064 -1.308
H 6.038 2.031 -2.850
H 7.257 0.780 -2.704
H 7.596 2.202 -3.683
H 6.919 5.782 -1.173
H 6.022 4.390 -0.686
H 6.438 5.031 -3.661
H 5.138 5.717 -2.690
H 5.213 3.982 -2.924
C -2.869 3.732 -0.902
C -3.266 2.263 -1.007
N -4.249 1.839 -0.018
C -4.433 0.389 0.026
C -5.015 -0.292 -1.210
C -5.484 2.617 0.037
C -6.328 2.701 -1.234
H -2.479 3.965 0.092
H -2.087 3.954 -1.632
H -3.709 4.399 -1.115
H -2.352 1.675 -0.866
H -3.610 2.067 -2.032
H -5.049 0.127 0.895
H -3.457 -0.067 0.233
H -6.092 -0.134 -1.290
H -4.861 -1.373 -1.143
H -4.542 0.044 -2.135
H -5.233 3.637 0.347
H -6.114 2.242 0.853
H -5.725 2.859 -2.130
H -7.024 3.543 -1.157
H -6.935 1.806 -1.376
C -5.918 -4.226 4.046
C -5.962 -2.765 3.610
N -7.235 -2.103 3.868
C -7.342 -0.793 3.229
C -6.392 0.308 3.696
C -7.722 -2.158 5.245
C -6.830 -1.569 6.337
H -6.710 -4.805 3.565
H -4.959 -4.665 3.763
H -6.014 -4.332 5.130
H -5.772 -2.749 2.531
H -5.125 -2.235 4.084
H -8.373 -0.430 3.319
H -7.193 -0.934 2.152
H -6.697 0.726 4.656
H -6.403 1.133 2.977
H -5.359 -0.036 3.775
H -7.922 -3.205 5.496
H -8.708 -1.681 5.301
H -5.778 -1.834 6.211
H -7.146 -1.950 7.314
H -6.912 -0.483 6.384
*
```

Results
- Relative energy (zero: lowest compared OMol25 entry of this formula, charge and spin): 0.0 kJ/mol
- HOMO-LUMO gap: 0.1482 hartree
- M: 479.9 g/mol
- F_max: 4.3 eV Å⁻¹
- LUMO level: 2.2 eV

(4)
The ion C21H42N5O7 with charge +1. Source: the OMol25 dataset; level of theory: ωB97M-V/def2-TZVPD.

Geometry as ORCA input:
```
! RIJCOSX wB97M-V def2-TZVPD def2/J DEFGRID3
* xyz 1 1
C -1.254 0.865 5.013
C -1.876 0.041 3.889
N -1.363 0.369 2.560
H -0.346 0.418 2.619
C -1.877 1.614 1.975
C -3.188 1.289 1.239
H -3.785 0.613 1.851
H -3.757 2.202 1.078
C -2.865 0.632 -0.098
N -1.934 -0.495 0.141
H -2.346 -1.413 -0.204
H -1.058 -0.300 -0.369
C -2.236 1.686 -1.048
H -3.046 2.154 -1.629
C -1.511 2.808 -0.253
O -2.379 3.829 0.156
H -2.583 4.408 -0.587
C -0.829 2.203 0.988
H -0.248 2.980 1.494
O 0.030 1.192 0.487
C 1.373 1.203 0.804
O 1.517 0.968 2.189
C 2.864 0.846 2.589
H 2.830 0.655 3.662
C 3.594 -0.306 1.883
C 5.065 -0.330 2.290
H 5.585 -1.081 1.701
H 5.530 0.635 2.112
H 5.152 -0.573 3.346
O 2.948 -1.507 2.290
H 3.522 -2.240 2.039
C 3.468 -0.132 0.345
N 4.061 -1.282 -0.315
H 3.351 -2.006 -0.398
C 4.619 -1.004 -1.624
H 5.016 -1.932 -2.031
H 5.441 -0.298 -1.511
H 3.893 -0.587 -2.334
H 4.024 0.766 0.059
C 1.981 0.056 -0.029
H 1.858 0.306 -1.088
O 1.245 -1.126 0.175
H 1.433 -1.410 1.089
H 3.396 1.787 2.397
H 1.861 2.165 0.547
H -0.719 3.190 -0.910
O -1.279 1.129 -1.922
C -1.762 0.367 -2.987
O -2.334 -0.818 -2.464
C -1.981 -2.037 -2.987
C -1.431 -2.180 -4.187
C -1.038 -0.963 -4.970
C -0.598 0.120 -3.964
N 0.597 -0.223 -3.216
H 0.467 -1.091 -2.707
H 1.373 -0.346 -3.855
H -0.397 1.064 -4.479
H -1.872 -0.597 -5.574
H -0.215 -1.194 -5.646
H -1.198 -3.157 -4.572
C -2.289 -3.177 -2.039
N -3.109 -2.724 -0.914
H -3.276 -3.500 -0.281
H -4.010 -2.407 -1.260
H -1.346 -3.551 -1.625
H -2.751 -3.994 -2.607
H -2.573 0.913 -3.508
H -3.772 0.239 -0.565
H -2.081 2.374 2.738
H -1.665 -0.459 1.181
H -2.961 0.169 3.890
H -1.659 -1.018 4.057
H -1.637 0.534 5.973
H -1.486 1.922 4.900
H -0.173 0.745 5.009
*
```

Results
- Relative energy (zero: lowest compared OMol25 entry of this formula, charge and spin): 7.6 kJ/mol
- HOMO-LUMO gap: 0.3450 hartree
- M: 476.6 g/mol
- F_max: 1.0 eV Å⁻¹
- LUMO level: -1.8 eV
- Structure (SMILES): CCN[C@@H]1C[C@H]([NH3+])[C@H](O[C@@H]2OC(CN)=CC[C@@H]2N)[C@@H](O)[C@@H]1O[C@H]1OC[C@@](C)(O)[C@@H](NC)[C@H]1O

(5)
A cluster of 4 separate species, C18H26BrF3IN4O9 in total in a non-equilibrium geometry. Source: the OMol25 dataset; level of theory: ωB97M-V/def2-TZVPD.

Geometry as ORCA input:
```
! RIJCOSX wB97M-V def2-TZVPD def2/J DEFGRID3
* xyz 1 1
C 7.331 1.026 1.137
C 5.987 0.957 0.418
C 5.084 -0.194 0.900
C 3.646 0.276 1.187
C 2.680 -0.902 1.397
C 1.223 -0.733 0.910
N 1.004 0.369 -0.011
C 0.828 1.645 0.228
N 0.670 2.531 -0.788
C 0.522 3.707 -0.246
Br 0.274 5.185 -1.318
N 0.546 3.641 1.113
C 0.463 4.675 2.123
F 1.566 4.711 2.823
F -0.539 4.425 2.933
F 0.269 5.810 1.541
N 0.751 2.282 1.426
I 0.892 1.630 3.356
H 7.195 1.056 2.218
H 7.882 1.915 0.830
H 7.950 0.165 0.885
H 6.158 0.866 -0.655
H 5.474 1.914 0.559
H 5.511 -0.643 1.795
H 5.010 -0.935 0.103
H 3.355 0.913 0.353
H 3.693 0.874 2.102
H 3.097 -1.762 0.872
H 2.674 -1.167 2.455
H 0.509 -0.701 1.732
H 0.964 -1.623 0.344
H 1.012 0.132 -0.995
C -2.967 2.065 2.067
C -4.261 2.162 1.276
O -4.438 0.810 0.838
C -3.775 -0.012 1.683
O -3.855 -1.195 1.689
O -2.990 0.712 2.520
H -2.915 2.743 2.916
H -2.082 2.199 1.436
H -5.110 2.449 1.897
H -4.201 2.823 0.416
C -6.109 -1.286 -1.195
C -5.786 -2.657 -0.639
O -6.820 -3.467 -1.207
C -7.275 -2.860 -2.331
O -8.008 -3.351 -3.122
O -6.764 -1.604 -2.426
H -5.227 -0.680 -1.382
H -6.800 -0.731 -0.559
H -4.821 -3.029 -0.986
H -5.816 -2.704 0.445
C -0.264 -3.217 -3.873
C 0.834 -4.251 -4.049
O 1.933 -3.638 -3.351
C 1.442 -2.773 -2.460
O 2.085 -2.230 -1.608
O 0.121 -2.584 -2.637
H -1.259 -3.643 -3.778
H -0.262 -2.465 -4.661
H 0.603 -5.198 -3.562
H 1.107 -4.430 -5.084
*
```

Results
- Relative energy (zero: lowest compared OMol25 entry of this formula, charge and spin): 0.0 kJ/mol
- HOMO-LUMO gap: 0.2744 hartree
- M: 706.2 g/mol
- F_max: 1.3 eV Å⁻¹
- LUMO level: -4.9 eV

(6)
A structure of composition C19H21N8O2PbS5Sb in a non-equilibrium geometry. Source: the OMol25 dataset; level of theory: ωB97M-V/def2-TZVPD.

Geometry as ORCA input:
```
! RIJCOSX wB97M-V def2-TZVPD def2/J DEFGRID3
* xyz 0 1
Pb 0.736 -1.407 2.395
S 2.264 0.585 3.786
Sb 3.722 -1.151 4.454
S 0.489 -3.055 4.740
S 3.529 -2.347 2.448
S 1.808 -2.308 5.969
O -3.753 -2.128 2.317
C -2.603 -1.821 2.586
O -1.560 -2.301 2.039
C -2.360 -0.699 3.593
C -3.391 -0.228 4.401
C -3.165 0.890 5.186
C -1.921 1.499 5.125
C -0.941 0.943 4.320
N -1.156 -0.136 3.586
H -4.346 -0.726 4.383
H -3.943 1.290 5.821
H -1.710 2.389 5.692
H 0.045 1.380 4.249
C -2.849 -1.619 -1.163
N -1.609 -2.059 -0.574
C -0.435 -2.064 -1.168
N -0.326 -1.786 -2.491
S 0.990 -2.396 -0.311
H -3.639 -1.800 -0.438
H -3.078 -2.167 -2.079
H -2.815 -0.551 -1.394
H -1.624 -2.274 0.450
H -1.129 -1.923 -3.084
H 0.568 -1.997 -2.903
C 2.808 0.848 0.258
C 1.358 1.109 0.181
N 0.427 0.493 0.874
C -0.775 0.990 0.477
C -0.575 1.930 -0.481
N 0.786 2.008 -0.661
C 1.474 2.825 -1.625
N 2.075 2.022 -2.648
N 3.407 1.822 -2.697
N 3.705 1.018 -3.618
C 2.562 0.613 -4.247
C 2.340 -0.251 -5.317
C 1.041 -0.406 -5.740
C -0.023 0.259 -5.117
C 0.166 1.100 -4.044
C 1.476 1.271 -3.619
H 3.076 0.608 1.284
H 3.393 1.698 -0.079
H 3.071 -0.018 -0.350
H -1.686 0.638 0.911
H -1.262 2.547 -1.022
H 2.281 3.391 -1.146
H 0.762 3.527 -2.068
H 3.164 -0.744 -5.801
H 0.827 -1.052 -6.577
H -1.021 0.113 -5.498
H -0.654 1.609 -3.564
*
```

Results
- Relative energy (zero: lowest compared OMol25 entry of this formula, charge and spin): 40.9 kJ/mol
- HOMO-LUMO gap (spin up / spin down): 0.1921 / 0.2000 hartree
- M: 882.7 g/mol
- F_max: 1.4 eV Å⁻¹
- LUMO level (spin up / spin down): -1.7 / -2.3 eV